No. 1
{"formula": "C27H41Cl2F5NO4", "method": "ωB97M-V with the def2-TZVPD basis set", "symbols": ["C", "C", "C", "C", "C", "N", "C", "C", "O", "C", "O", "C", "Cl", "C", "C", "Cl", "C", "F", "F", "C", "C", "C", "C", "C", "C", "F", "F", "F", "C", "H", "H", "H", "H", "H", "H", "H", "H", "H", "H", "H", "H", "H", "H", "H", "H", "H", "H", "H", "H", "H", "H", "H", "H", "H", "C", "C", "C", "O", "C", "H", "H", "H", "H", "H", "H", "H", "H", "C", "C", "C", "O", "C", "H", "H", "H", "H", "H", "H", "H", "H"], "positions_angstrom": [[-0.729, 1.204, 3.507], [-1.669, 0.006, 3.443], [-0.926, -1.328, 3.192], [-2.897, 0.210, 2.500], [-2.402, 0.141, 1.049], [-3.239, 0.771, -0.061], [-2.294, 0.803, -1.257], [-1.851, -0.567, -1.831], [-0.524, -0.383, -2.304], [0.397, -0.744, -1.330], [0.990, 0.088, -0.685], [-3.557, 2.208, 0.279], [-4.457, 2.975, -1.060], [-2.294, 3.085, 0.693], [-2.522, 3.764, 2.066], [-1.974, 4.461, -0.440], [-4.457, -0.044, -0.403], [-4.735, 0.103, -1.701], [-4.151, -1.347, -0.255], [-5.732, 0.189, 0.400], [-5.949, -0.573, 1.515], [-7.066, -0.430, 2.249], [-8.031, 0.467, 1.908], [-7.835, 1.209, 0.779], [-8.900, 2.192, 0.358], [-10.113, 1.683, 0.588], [-8.770, 3.372, 0.962], [-8.828, 2.424, -0.971], [-6.714, 1.061, 0.048], [0.123, 0.910, 4.121], [-0.295, 1.474, 2.542], [-1.171, 2.062, 4.004], [-2.119, -0.071, 4.433], [0.137, -1.155, 3.039], [-1.341, -1.941, 2.394], [-0.980, -1.931, 4.096], [-3.504, -0.668, 2.694], [-3.370, 1.134, 2.820], [-2.245, -0.907, 0.837], [-1.394, 0.544, 1.027], [-1.373, 1.309, -0.989], [-2.709, 1.367, -2.085], [-2.448, -0.778, -2.715], [-1.949, -1.434, -1.177], [0.555, -1.829, -1.233], [-4.254, 2.296, 1.100], [-1.342, 2.570, 0.688], [-3.359, 3.338, 2.617], [-2.769, 4.807, 1.898], [-1.588, 3.755, 2.616], [-5.262, -1.334, 1.848], [-7.229, -1.032, 3.130], [-8.947, 0.587, 2.466], [-6.635, 1.654, -0.851], [4.910, -1.452, -2.125], [4.597, -0.062, -1.580], [4.092, -0.384, -0.180], [4.774, -1.571, 0.238], [5.443, -2.156, -0.890], [5.620, -1.453, -2.949], [3.988, -1.934, -2.466], [5.514, 0.528, -1.522], [3.872, 0.493, -2.175], [3.021, -0.590, -0.183], [4.289, 0.418, 0.534], [6.515, -1.989, -0.776], [5.258, -3.231, -0.904], [10.367, -1.520, -3.241], [10.289, -3.000, -2.886], [9.020, -3.053, -2.049], [8.158, -2.021, -2.547], [8.899, -1.168, -3.428], [10.968, -1.310, -4.124], [10.784, -0.958, -2.402], [10.164, -3.594, -3.795], [11.163, -3.372, -2.354], [9.230, -2.843, -0.995], [8.509, -4.014, -2.116], [8.571, -1.368, -4.453], [8.681, -0.125, -3.191]], "lumo_energy_ha": -0.092, "total_charge": 1, "orbital_gap_ev": 8.11}



No. 2
{"formula": "C27H41ClCrN3O7S", "method": "ωB97M-V with the def2-TZVPD basis set", "symbols": ["O", "C", "C", "C", "H", "C", "H", "C", "H", "C", "H", "C", "H", "H", "C", "C", "H", "H", "H", "C", "C", "H", "H", "H", "H", "Cr", "Cl", "C", "O", "N", "C", "C", "H", "H", "H", "H", "H", "H", "H", "H", "H", "C", "C", "N", "H", "C", "O", "H", "H", "H", "H", "H", "H", "C", "C", "N", "H", "C", "O", "H", "H", "H", "H", "C", "C", "C", "C", "C", "C", "C", "S", "O", "O", "O", "H", "H", "H", "H", "H", "H", "H"], "positions_angstrom": [[1.707, 1.207, -2.074], [0.707, 0.915, -2.736], [0.144, 2.042, -3.428], [0.269, 3.315, -2.843], [0.354, 3.388, -1.762], [0.422, 4.439, -3.643], [0.622, 5.399, -3.140], [0.360, 4.298, -5.043], [0.517, 5.177, -5.674], [0.109, 3.048, -5.617], [0.068, 2.951, -6.706], [-0.065, 1.918, -4.808], [-0.242, 0.909, -5.193], [0.470, -0.146, -2.998], [-1.773, -0.876, -2.469], [-1.354, 0.241, -1.566], [-2.226, -0.520, -3.412], [-2.532, -1.458, -1.907], [-0.982, -1.572, -2.757], [-2.108, 1.342, -1.389], [-3.569, 1.336, -1.606], [-1.679, 2.319, -1.169], [-3.826, 1.738, -2.577], [-4.120, 1.925, -0.881], [-3.945, 0.320, -1.551], [-0.968, -0.360, 0.322], [-3.123, -0.791, 0.616], [-1.230, -0.226, 3.191], [-0.621, -0.917, 2.329], [-0.989, -0.323, 4.513], [-0.078, -1.364, 4.995], [-1.840, 0.355, 5.494], [-1.998, 0.514, 2.903], [0.463, -1.740, 4.122], [-0.646, -2.169, 5.485], [0.624, -0.945, 5.729], [-2.289, 1.245, 5.033], [-1.245, 0.662, 6.362], [-2.640, -0.317, 5.841], [4.795, 1.751, -1.434], [4.958, 1.415, 0.700], [3.738, 1.566, -1.563], [3.887, 1.219, 0.858], [3.287, 0.860, -0.393], [3.590, 0.965, -2.460], [2.179, 0.035, -0.529], [1.182, -0.037, 0.254], [3.784, 0.430, 1.603], [2.365, -0.742, -1.256], [3.221, 2.529, -1.643], [3.452, 2.151, 1.240], [-0.190, -5.468, 0.830], [2.056, -5.498, -0.773], [-0.651, -4.975, -0.036], [1.398, -4.987, -1.493], [0.346, -4.235, -0.803], [-1.378, -4.232, 0.309], [0.324, -2.911, -0.726], [-0.543, -2.320, 0.027], [2.012, -4.320, -2.110], [1.035, -2.320, -1.308], [-1.135, -5.733, -0.658], [0.962, -5.759, -2.145], [1.467, 2.111, 6.826], [1.168, 2.437, 5.387], [1.732, 1.621, 4.397], [1.342, 1.788, 3.077], [0.501, 2.853, 2.752], [-0.019, 3.705, 3.708], [0.305, 3.494, 5.040], [-0.047, 2.877, 1.073], [-1.068, 3.915, 0.933], [1.134, 3.012, 0.270], [-0.689, 1.537, 1.032], [1.018, 1.134, 7.103], [2.557, 2.038, 6.989], [1.046, 2.894, 7.477], [2.465, 0.844, 4.649], [1.664, 1.096, 2.310], [-0.697, 4.502, 3.402], [-0.108, 4.120, 5.844]], "multiplicity": 4, "relative_energy_kj_mol": 225.2, "lumo_energy_ha": [0.005, 0.004], "orbital_gap_ev": [6.65, 7.03]}



No. 3
{"formula": "C27H41CoF9OP2", "method": "ωB97M-V with the def2-TZVPD basis set", "symbols": ["Co", "C", "C", "C", "C", "C", "C", "H", "H", "H", "C", "H", "H", "H", "C", "H", "H", "H", "C", "H", "H", "H", "C", "H", "H", "H", "C", "C", "C", "C", "C", "C", "C", "C", "H", "H", "H", "H", "H", "H", "H", "H", "H", "H", "H", "H", "P", "C", "C", "P", "C", "C", "C", "H", "H", "H", "H", "H", "H", "H", "H", "H", "H", "H", "H", "H", "H", "F", "C", "F", "F", "C", "O", "C", "F", "F", "F", "C", "F", "F", "F"], "positions_angstrom": [[0.308, -2.898, -4.318], [-1.505, -1.670, 0.405], [-1.026, -2.794, -0.329], [0.797, -1.710, 0.560], [-0.370, -0.969, 0.929], [0.388, -2.840, -0.206], [-2.922, -1.239, 0.456], [-3.440, -1.454, -0.494], [-2.996, -0.160, 0.655], [-3.500, -1.746, 1.252], [-0.379, 0.369, 1.562], [-1.320, 0.897, 1.365], [0.429, 0.982, 1.134], [-0.238, 0.355, 2.660], [2.210, -1.344, 0.803], [2.554, -1.542, 1.837], [2.370, -0.270, 0.629], [2.875, -1.898, 0.136], [1.264, -3.895, -0.725], [1.418, -4.682, 0.016], [2.247, -3.504, -1.004], [0.889, -4.349, -1.648], [-1.824, -3.751, -1.110], [-2.319, -4.504, -0.485], [-1.207, -4.297, -1.833], [-2.613, -3.257, -1.691], [-0.996, 3.950, -1.057], [-2.015, 3.153, -0.718], [-2.648, 2.070, -1.537], [-1.707, 1.573, -2.631], [-0.442, 1.055, -2.146], [0.784, 1.664, -2.322], [0.917, 3.024, -2.501], [-0.189, 4.017, -2.336], [-3.614, 2.387, -1.990], [-1.509, 2.380, -3.323], [-2.947, 1.243, -0.874], [-0.859, 4.044, -3.212], [-0.847, 4.814, -0.403], [-2.536, 3.340, 0.222], [0.313, 4.986, -2.289], [1.836, 2.528, -0.544], [1.688, 1.060, -2.319], [1.892, 3.444, -2.776], [-2.246, 0.806, -3.213], [-0.463, 0.000, -1.875], [-0.624, 0.335, -5.336], [-0.261, 2.156, -5.833], [-1.425, -0.077, -6.978], [1.480, -1.678, -5.405], [1.186, 0.075, -5.653], [0.980, -2.448, -6.939], [3.201, -1.715, -4.953], [0.719, 2.471, -5.429], [-1.025, 2.858, -5.466], [-0.205, 2.201, -6.939], [-0.980, 0.486, -7.810], [-2.489, 0.188, -6.901], [-1.405, -1.145, -7.205], [3.819, -1.433, -5.812], [3.428, -2.729, -4.607], [3.330, -1.000, -4.126], [1.737, 0.653, -4.886], [1.505, 0.443, -6.648], [0.842, -3.541, -6.799], [1.745, -2.217, -7.692], [0.017, -2.010, -7.253], [4.470, 1.134, 1.013], [4.332, 2.330, 0.392], [5.471, 3.038, 0.571], [4.200, 2.063, -0.942], [3.070, 3.100, 0.877], [1.903, 2.401, 0.433], [2.930, 3.132, 2.425], [1.817, 3.844, 2.753], [2.776, 1.862, 2.884], [4.012, 3.690, 3.033], [3.174, 4.527, 0.295], [4.136, 5.251, 0.902], [3.456, 4.502, -1.041], [1.999, 5.179, 0.419]], "multiplicity": 5, "relative_energy_kj_mol": 0.0, "lumo_energy_ha": [-0.151, -0.161], "total_charge": 1, "orbital_gap_ev": [5.36, 5.01]}



No. 4
{"formula": "C27H41CoNP2", "method": "ωB97M-V with the def2-TZVPD basis set", "symbols": ["P", "P", "C", "C", "H", "H", "H", "H", "C", "H", "H", "H", "C", "H", "H", "H", "C", "H", "H", "H", "C", "H", "H", "H", "Co", "C", "C", "C", "C", "C", "C", "C", "C", "C", "H", "H", "H", "H", "H", "H", "H", "H", "H", "H", "H", "H", "H", "H", "H", "C", "C", "C", "C", "C", "C", "N", "C", "C", "C", "C", "C", "C", "H", "H", "H", "H", "H", "H", "H", "H", "H", "H"], "positions_angstrom": [[0.375, -2.204, 0.115], [0.088, 0.878, 0.216], [0.007, -1.325, -1.484], [0.545, 0.114, -1.419], [-1.085, -1.314, -1.588], [0.415, -1.870, -2.344], [1.641, 0.108, -1.463], [0.184, 0.719, -2.259], [-1.559, 1.627, -0.117], [-1.830, 2.265, 0.729], [-2.308, 0.833, -0.192], [-1.561, 2.221, -1.037], [1.168, 2.359, 0.303], [1.127, 2.953, -0.616], [2.198, 2.039, 0.487], [0.848, 2.975, 1.148], [-0.700, -3.690, 0.032], [-0.467, -4.411, 0.824], [-0.577, -4.165, -0.945], [-1.742, -3.372, 0.127], [2.043, -2.924, -0.177], [2.791, -2.127, -0.141], [2.103, -3.441, -1.141], [2.264, -3.629, 0.630], [0.180, -0.722, 1.821], [0.756, 1.042, -5.457], [-0.559, 1.084, -5.211], [-1.682, 0.263, -5.788], [-1.305, -1.058, -6.494], [-0.583, -2.028, -5.590], [0.721, -2.088, -5.295], [1.865, -1.231, -5.769], [1.515, 0.136, -6.397], [0.220, -2.213, 3.325], [1.378, 1.732, -4.887], [-0.890, 1.822, -4.479], [-2.259, 0.887, -6.488], [-2.376, 0.030, -4.968], [-2.237, -1.527, -6.833], [-0.729, -0.848, -7.397], [-1.226, -2.755, -5.093], [1.024, -2.875, -4.603], [2.470, -1.807, -6.488], [2.526, -1.057, -4.909], [2.458, 0.626, -6.665], [0.975, -0.010, -7.335], [0.883, -1.908, 4.142], [0.537, -3.205, 2.979], [-0.795, -2.309, 3.736], [0.232, 4.745, 3.785], [-0.956, 4.143, 3.364], [-1.009, 2.760, 3.175], [0.135, 1.969, 3.369], [1.323, 2.580, 3.808], [1.369, 3.963, 4.013], [0.020, 0.556, 3.366], [-0.471, 0.118, 4.639], [0.410, 0.057, 5.738], [-0.031, -0.410, 6.977], [-1.362, -0.800, 7.141], [-2.251, -0.722, 6.063], [-1.810, -0.268, 4.812], [0.264, 5.812, 3.960], [-1.844, 4.743, 3.214], [-1.950, 2.296, 2.914], [2.196, 1.980, 4.030], [2.278, 4.427, 4.373], [1.449, 0.338, 5.624], [0.661, -0.477, 7.808], [-1.700, -1.163, 8.102], [-3.282, -1.023, 6.198], [-2.503, -0.221, 3.983]], "multiplicity": 4, "relative_energy_kj_mol": 0.0, "lumo_energy_ha": [0.015, 0.012], "orbital_gap_ev": [5.94, 7.43]}